[1]
DFT (ωB97M-V/def2-TZVPD) results for the molecule C4H9NO2.

Last column: Mulliken charge in e.
Cartesian coordinates (Å):
C (0.606, 1.302, 0.367)  -0.7399
O (0.746, 0.884, -0.965)  -0.3896
C (0.906, -0.523, -1.056)  -0.2991
C (-0.390, -1.270, -0.640)  -0.5367
N (-1.392, -0.341, -0.133)  -0.3888
C (-0.928, 0.431, 0.935)  -0.0664
O (-0.411, -0.323, 1.985)  -0.5587
H (0.395, 0.190, 1.758)  0.4087
H (1.648, 1.218, 0.845)  0.3547
H (0.413, 2.376, 0.385)  0.3002
H (1.766, -0.848, -0.446)  0.2848
H (1.145, -0.720, -2.103)  0.3243
H (-0.198, -1.998, 0.154)  0.2594
H (-0.835, -1.807, -1.484)  0.3635
H (-1.786, 0.261, -0.844)  0.2615
H (-1.684, 1.168, 1.242)  0.4221

Atomic forces in eV per Å
C -1.229 0.082 -0.382
O 0.025 0.163 -0.266
C 0.071 -0.217 -0.112
C -0.058 -0.015 -0.072
N -0.196 -0.004 0.029
C 1.238 1.581 -1.053
O 0.601 0.555 -0.139
H 0.747 -1.610 2.256
H -1.416 -0.614 0.272
H -0.160 -0.071 -0.250
H -0.149 0.120 -0.053
H -0.003 0.002 0.135
H 0.036 0.119 -0.227
H 0.154 0.104 0.101
H 0.013 -0.149 -0.094
H 0.324 -0.046 -0.144

**ΔE to the lowest compared entry with this formula, charge and spin**: 352.9 kJ/mol
**E**: -9876.403 eV
**Structure (SMILES)**: O[C@H]1COCCN1


[2]
DFT (ωB97M-V/def2-TZVPD) results for the molecule C4H9NO2.

Last column: Mulliken charge in e.
Cartesian coordinates (Å):
C (-0.316, 2.136, -1.298)  -0.9082
N (-0.046, 0.743, -0.979)  -0.3648
C (-0.377, 0.337, 0.357)  0.2099
O (-1.189, -0.806, 0.414)  -0.3959
C (-0.294, -1.899, 0.361)  -0.4140
C (0.848, -1.405, 1.246)  -0.3498
O (0.811, 0.005, 1.061)  -0.4295
H (0.170, 2.850, -0.614)  0.3310
H (0.034, 2.345, -2.313)  0.3251
H (-1.394, 2.326, -1.285)  0.3179
H (-0.923, 1.137, 0.873)  0.3000
H (-0.806, -2.786, 0.739)  0.3185
H (0.041, -2.078, -0.671)  0.2755
H (0.680, -1.645, 2.304)  0.2684
H (1.830, -1.785, 0.944)  0.2609
H (0.931, 0.526, -1.137)  0.2551

Atomic forces in eV per Å
C -0.089 0.199 -0.105
N 0.129 -0.072 0.019
C -0.060 0.218 0.004
O -0.107 0.047 -0.042
C 0.127 -0.221 -0.011
C 0.026 -0.270 0.074
O 0.040 0.069 0.026
H -0.059 -0.073 -0.073
H -0.052 -0.033 0.149
H 0.141 -0.054 0.019
H 0.095 -0.093 -0.021
H 0.102 0.113 -0.038
H -0.049 0.026 0.148
H -0.007 0.045 -0.143
H -0.162 0.051 0.042
H -0.074 0.046 -0.047

**ΔE to the lowest compared entry with this formula, charge and spin**: 179.6 kJ/mol
**E**: -9878.199 eV
**Structure (SMILES)**: CNC1OCCO1


[3]
DFT (ωB97M-V/def2-TZVPD) results for a 2-piece molecular cluster, C4H9NO2 overall.

Last column: Mulliken charge in e.
Cartesian coordinates (Å):
C (1.609, -0.670, 0.179)  -1.2280
C (-0.386, 2.023, 0.089)  -0.9467
C (0.369, -0.520, -0.637)  0.6272
N (0.387, -0.586, -1.889)  -0.7121
H (-0.518, -0.561, -2.353)  0.2675
H (1.771, -1.715, 0.436)  0.3527
H (2.464, -0.299, -0.381)  0.3567
H (-1.030, 2.877, -0.090)  0.3516
H (0.519, 2.157, -0.493)  0.2553
H (-0.199, 1.944, 1.157)  0.2653
H (1.504, -0.122, 1.112)  0.2928
C (-1.009, -1.116, 0.154)  0.5629
O (-0.842, -1.364, 1.464)  -0.4270
O (-2.012, -1.392, -0.450)  -0.5546
H (-1.676, -1.688, 1.847)  0.3382
H (-0.953, 1.033, -0.145)  0.1983

Atomic forces in eV per Å
C 0.097 0.840 0.230
C -1.469 -1.397 0.129
C -1.493 -3.939 0.754
N 0.304 1.348 -0.135
H -0.276 -0.478 0.336
H -0.127 -0.088 -0.067
H 0.009 -0.008 0.004
H -0.219 -0.001 -0.005
H 0.095 -0.323 0.016
H 0.350 0.277 0.100
H 0.149 0.033 0.107
C 0.680 0.523 -1.374
O 0.365 0.372 -0.016
O 0.527 0.353 0.269
H 0.101 -0.013 -0.343
H 0.907 2.502 -0.006

**ΔE to the lowest compared entry with this formula, charge and spin**: 196.7 kJ/mol
**E**: -9878.022 eV
**Structure (SMILES)**: [H]/N=C(/C)C(=O)O.C


[4]
DFT (ωB97M-V/def2-TZVPD) results for a 2-piece molecular cluster, C4H9NO2 overall.

Last column: Mulliken charge in e.
Cartesian coordinates (Å):
C (-2.304, -1.253, -0.410)  -1.0281
C (-2.298, 0.223, -0.576)  0.1015
N (-1.380, 0.922, -0.082)  -0.5198
H (-1.427, 1.924, -0.237)  0.1701
H (-3.142, 0.631, -1.148)  0.3782
H (-1.434, -1.577, 0.155)  0.2488
H (-2.306, -1.729, -1.389)  0.2842
H (-3.213, -1.558, 0.106)  0.2985
C (1.939, 0.273, 0.480)  0.8002
C (3.165, -0.163, 0.749)  -0.9974
O (0.830, -0.305, 0.943)  -0.5031
O (1.679, 1.365, -0.307)  -0.4918
H (0.039, 0.191, 0.599)  0.4924
H (2.509, 1.747, -0.610)  0.2866
H (4.035, 0.330, 0.358)  0.2151
H (3.309, -1.023, 1.371)  0.2646

Atomic forces in eV per Å
C 0.010 -0.103 0.022
C -0.525 -0.127 -0.282
N 0.530 0.312 0.336
H -0.240 -0.043 -0.155
H 0.164 0.174 0.072
H 0.036 -0.069 0.017
H -0.021 -0.094 -0.059
H -0.080 -0.079 0.019
C 0.155 0.014 -0.042
C 0.130 -0.060 0.044
O 0.130 0.325 -0.233
O -0.344 -0.096 0.104
H -0.081 0.021 0.037
H 0.047 -0.122 0.086
H 0.130 0.164 -0.123
H -0.039 -0.217 0.160

**ΔE to the lowest compared entry with this formula, charge and spin**: 184.4 kJ/mol
**E**: -9878.149 eV
**Structure (SMILES)**: [H]/N=C/C.C=C(O)O


[5]
DFT (ωB97M-V/def2-TZVPD) results for the molecule C4H9NO2.

Last column: Mulliken charge in e.
Cartesian coordinates (Å):
C (-0.464, 0.945, 0.500)  -0.3515
C (1.920, -1.343, -0.499)  -0.7811
C (-1.508, 1.993, 0.751)  -1.1798
C (-0.828, -0.417, -0.745)  0.9514
N (0.514, -1.451, -0.063)  -0.4143
O (-0.334, 0.743, -1.061)  -0.3806
O (-1.798, -1.015, -1.101)  -0.5762
H (0.167, -2.399, -0.198)  0.2985
H (0.549, 1.217, 0.802)  0.2412
H (0.321, -1.107, 0.904)  0.3996
H (2.569, -1.677, 0.309)  0.3262
H (2.146, -0.304, -0.728)  0.2902
H (2.092, -1.958, -1.383)  0.3048
H (-2.494, 1.677, 0.404)  0.2731
H (-1.272, 2.953, 0.276)  0.2701
H (-1.580, 2.144, 1.832)  0.3284

Atomic forces in eV per Å
C -0.758 -0.890 -1.497
C -0.180 0.150 0.235
C 0.111 -0.109 -0.002
C 0.085 1.982 1.520
N -0.801 -0.199 0.069
O 0.575 0.119 0.000
O 0.638 -0.659 0.305
H -0.028 0.118 0.270
H -0.071 -0.132 0.123
H 0.410 -0.510 -0.968
H 0.113 -0.032 -0.098
H -0.061 0.038 -0.050
H -0.109 0.123 0.094
H 0.080 -0.053 -0.014
H -0.001 -0.013 0.051
H -0.001 0.069 -0.038

**ΔE to the lowest compared entry with this formula, charge and spin**: 421.5 kJ/mol
**E**: -9875.692 eV
**Structure (SMILES)**: C[NH2+][C@]1([O-])O[C@H]1C


[6]
DFT (ωB97M-V/def2-TZVPD) results for the molecule C4H9NO2.

Last column: Mulliken charge in e.
Cartesian coordinates (Å):
C (-2.064, -0.770, -0.387)  -1.3480
C (-0.606, -0.398, -0.620)  0.5668
O (-0.581, 0.777, -1.396)  -0.5587
C (0.124, -0.238, 0.716)  -0.9464
N (1.568, -0.062, 0.590)  -0.0540
C (2.136, 1.108, 0.233)  0.0346
O (1.516, 2.111, -0.092)  -0.6258
H (-2.166, -1.753, 0.085)  0.3619
H (-2.587, -0.785, -1.347)  0.3352
H (-2.548, -0.016, 0.246)  0.3340
H (-0.109, -1.216, -1.171)  0.1163
H (0.081, 1.394, -1.038)  0.4141
H (-0.286, 0.629, 1.249)  0.3479
H (-0.043, -1.125, 1.335)  0.3974
H (2.176, -0.838, 0.800)  0.2398
H (3.239, 1.086, 0.261)  0.3849

Atomic forces in eV per Å
C -0.037 -0.029 0.015
C -0.069 -0.282 0.187
O 0.101 0.148 -0.011
C -0.111 0.035 0.012
N 0.073 0.064 -0.053
C -0.048 0.114 -0.020
O 0.189 -0.330 0.120
H 0.029 0.129 -0.062
H 0.067 -0.018 0.132
H 0.065 -0.106 -0.081
H -0.060 0.132 0.036
H -0.077 -0.020 -0.052
H 0.045 -0.091 -0.086
H 0.004 0.135 -0.122
H -0.051 0.120 -0.024
H -0.120 0.001 0.009

**ΔE to the lowest compared entry with this formula, charge and spin**: 70.0 kJ/mol
**E**: -9879.335 eV
**Structure (SMILES)**: C[C@@H](O)CNC=O


[7]
DFT (ωB97M-V/def2-TZVPD) results for the molecule C4H9NO2.

Last column: Mulliken charge in e.
Cartesian coordinates (Å):
C (1.789, -1.772, -0.178)  -1.2373
C (1.207, -0.387, 0.082)  -0.3673
N (-0.098, -0.191, -0.513)  -0.4015
C (-0.517, 1.222, -0.408)  -0.2658
C (-1.898, 1.419, 0.156)  0.4471
O (-2.465, 0.425, 0.881)  -0.4655
O (-2.586, 2.318, -0.239)  -0.5428
H (2.805, -1.931, 0.184)  0.3698
H (1.218, -2.516, 0.376)  0.3116
H (1.746, -2.034, -1.234)  0.3212
H (1.255, -0.115, 1.156)  0.3299
H (1.882, 0.351, -0.381)  0.3452
H (-0.761, -0.826, -0.093)  0.2904
H (-0.217, 1.839, -1.241)  0.3197
H (0.031, 1.551, 0.505)  0.2150
H (-3.391, 0.647, 0.948)  0.3303

Atomic forces in eV per Å
C -0.471 -0.364 0.373
C 1.395 0.437 -0.297
N -0.158 0.225 -0.462
C 0.912 -1.801 3.372
C -1.481 -0.359 -2.856
O 1.737 -0.399 0.255
O -0.193 0.999 0.495
H 0.101 0.508 -0.059
H -0.288 -0.175 -0.092
H -0.012 0.110 -0.014
H -0.263 -0.310 -0.080
H -0.146 -0.142 -0.038
H -0.244 0.171 0.005
H -0.590 0.127 -0.214
H 0.335 0.652 -0.513
H -0.637 0.321 0.127

**ΔE to the lowest compared entry with this formula, charge and spin**: 134.1 kJ/mol
**E**: -9878.671 eV
**Structure (SMILES)**: CCNCC(=O)O


[8]
DFT (ωB97M-V/def2-TZVPD) results for the molecule C4H9NO2.

Last column: Mulliken charge in e.
Cartesian coordinates (Å):
C (-2.020, 1.326, 1.679)  -0.9717
C (-0.576, 1.353, 1.123)  -0.1317
N (-0.132, -0.176, 1.094)  -0.5020
C (1.095, -0.279, 0.300)  -0.6857
C (0.795, -0.760, -1.028)  0.6229
O (-0.492, -0.977, -1.390)  -0.4184
O (1.731, -0.701, -1.957)  -0.6325
H (-2.601, 2.138, 1.264)  0.3124
H (-2.482, 0.338, 1.445)  0.2606
H (-1.873, 1.498, 2.762)  0.2725
H (-0.529, 1.675, 0.003)  0.3057
H (0.055, 1.894, 1.865)  0.2391
H (-0.632, -0.961, 0.610)  0.3250
H (1.904, -0.940, 0.769)  0.2950
H (1.602, 0.628, 0.168)  0.3425
H (-0.193, -1.456, -2.214)  0.3661

Atomic forces in eV per Å
C 1.038 -0.172 0.151
C -1.080 -3.176 -1.769
N 1.535 0.945 0.067
C 0.213 -1.774 2.567
C 4.641 1.954 -5.743
O 2.161 -1.562 -0.801
O -4.544 -1.229 4.048
H -0.309 0.139 -0.017
H 0.173 0.941 0.387
H -0.768 -0.431 -0.430
H 0.075 0.156 2.130
H 0.032 -0.487 -1.193
H -1.216 2.088 1.256
H -1.095 0.503 -0.563
H 0.613 1.534 -0.138
H -1.467 0.570 0.049

**ΔE to the lowest compared entry with this formula, charge and spin**: 278.5 kJ/mol
**E**: -9877.175 eV
**Structure (SMILES)**: CCNCC(=O)O


| no. | F_max (hartree/bohr) |
| --- | --- |
| 1 | 0.056 |
| 2 | 0.005 |
| 3 | 0.083 |
| 4 | 0.014 |
| 5 | 0.049 |
| 6 | 0.008 |
| 7 | 0.076 |
| 8 | 0.149 |